1.
The following is a quantum chemistry calculation of a 10-piece molecular cluster, C18H58ClN4O13 overall, from the OMol25 dataset.

Output
E_HOMO: -7.0 eV
Lowest unoccupied orbital energy: 2.329 eV
Relative energy (zero: lowest compared OMol25 entry of this formula, charge and spin): 188.2 kJ/mol
DFT total energy: -2377.64343 Ha
HOMO-LUMO gap: 9.35 eV

The geometry in ORCA input format:
```
! RIJCOSX wB97M-V def2-TZVPD def2/J DEFGRID3
* xyz -1 1
Cl 0.1543 1.4579 0.8175
O 0.4656 2.4610 -0.0771
O -1.1901 1.7649 1.2948
O 0.2924 0.1810 0.1863
O 1.1155 1.5520 1.8786
O -1.3728 4.5488 1.8583
H -1.8522 4.7233 1.0465
H -1.0250 3.6581 1.7416
O 1.5366 4.0132 3.4030
H 1.3884 3.6909 4.2945
H 1.5198 3.2195 2.8629
O 1.0706 6.0205 1.0826
H 0.9311 5.1191 0.7842
H 0.6676 6.5646 0.4036
O -1.3752 -2.2968 0.2547
H -1.0188 -1.5691 0.7718
H -2.2982 -2.0711 0.1265
C -1.6270 -5.8709 -3.8382
C -0.2105 -5.2483 -3.6345
C -0.2858 -3.7378 -3.3401
O 0.9768 -3.1284 -3.5975
C 1.0781 -1.8182 -3.1017
N 0.7191 -5.9393 -2.6445
H -1.5064 -6.9270 -4.0729
H -2.2165 -5.3385 -4.5845
H -2.2004 -5.6654 -2.9320
H 0.2645 -5.4340 -4.5991
H -0.5722 -3.6641 -2.2875
H -1.0561 -3.1583 -3.8545
H 0.4571 -1.1104 -3.6566
H 2.0490 -1.3369 -3.2294
H 0.8570 -1.6487 -2.0459
H 1.5785 -5.4068 -2.6112
H 0.3205 -5.8477 -1.7183
C 0.1569 1.7525 -3.3675
C 1.0150 2.7550 -4.0694
C 1.8287 2.1025 -5.2788
O 2.6746 3.0321 -5.9704
C 3.8876 3.3794 -5.1811
N 0.1757 3.8643 -4.4997
H -0.5165 1.1368 -3.9651
H -0.3968 2.2198 -2.5525
H 0.7424 1.0419 -2.7807
H 1.7666 3.1779 -3.4015
H 1.0419 1.7484 -5.9451
H 2.4467 1.3017 -4.8681
H 4.5046 2.4823 -5.2332
H 3.6684 3.7188 -4.1694
H 4.4255 4.1967 -5.6599
H -0.5989 3.4937 -5.0360
H 0.7192 4.4151 -5.1531
C 2.9533 -2.5862 0.6381
C 3.4465 -2.3818 2.1310
C 4.9985 -2.3743 2.2083
O 5.5066 -1.3628 1.3306
C 6.8206 -1.7214 0.8515
N 2.9131 -1.1310 2.6890
H 3.2011 -3.6135 0.3608
H 3.3009 -1.9619 -0.1842
H 1.8626 -2.5638 0.6150
H 3.0342 -3.2212 2.6924
H 5.3765 -3.3569 1.9251
H 5.2315 -2.0523 3.2251
H 7.2390 -0.9086 0.2584
H 6.8768 -2.6222 0.2388
H 7.4501 -1.8152 1.7383
H 2.1460 -0.8950 2.0727
H 3.6195 -0.4319 2.4968
C -5.5225 1.9705 2.5954
C -5.1235 0.6158 1.9371
C -6.4008 -0.1530 1.6161
O -7.1265 -0.4962 2.8182
C -6.6419 -1.6740 3.4972
N -4.3213 0.8516 0.7643
H -6.2942 1.8538 3.3556
H -5.7229 2.7638 1.8748
H -4.6772 2.3843 3.1495
H -4.5016 0.1291 2.6922
H -6.1668 -1.0392 1.0192
H -7.0702 0.3512 0.9182
H -7.5115 -2.0208 4.0561
H -5.8369 -1.4253 4.1886
H -6.3941 -2.4908 2.8180
H -3.4305 1.2891 0.9612
H -4.0198 0.0491 0.2276
C -1.3379 2.1435 5.0351
C -0.2441 1.1260 5.1933
O 0.9730 1.8288 5.5314
H -1.3855 2.8803 5.8367
H -2.3016 1.6331 4.9947
H -1.2241 2.6633 4.0836
H -0.1290 0.5492 4.2749
H -0.4319 0.4398 6.0215
H 1.6891 1.2010 5.4014
*
```

---

2.
The following is a quantum chemistry calculation of C18H58N8O9 as an isolated structure, from the OMol25 dataset.

Output
E_HOMO: -7.8 eV
Lowest unoccupied orbital energy: -0.618 eV
DFT total energy: -1834.98583 Ha
HOMO-LUMO gap: 7.18 eV

The geometry in ORCA input format:
```
! RIJCOSX wB97M-V def2-TZVPD def2/J DEFGRID3
* xyz 0 1
C 2.9151 -3.1134 -0.4556
C 3.5175 -2.3537 0.7304
C 3.0093 -2.6642 2.1434
O 1.6484 -2.4863 2.4853
C 1.2001 -1.1059 2.4004
N 4.8761 -2.6466 0.6696
H 3.2065 -2.6045 -1.3745
H 1.8286 -3.1752 -0.3952
H 3.1010 -4.1871 -0.4321
H 3.2940 -1.3016 0.5534
H 3.5679 -2.1286 2.9111
H 3.2000 -3.7248 2.3068
H 1.8254 -0.3923 2.9370
H 0.1735 -1.0343 2.7597
H 1.2005 -0.6730 1.4000
H 5.1598 -3.6129 0.7456
H 5.2601 -2.3222 -0.2064
C 2.2769 3.1561 2.7229
C 1.1810 2.0741 2.7004
C -0.1922 2.7509 2.6365
O -0.5172 3.7556 3.5963
C -1.8295 4.3256 3.3902
N 1.4654 1.1385 1.5790
H 2.4765 3.5289 1.7183
H 3.1855 2.6447 3.0405
H 2.0116 3.9993 3.3608
H 1.1628 1.5174 3.6373
H -0.9372 1.9947 2.8840
H -0.4113 3.1098 1.6309
H -2.6315 3.6883 3.7626
H -2.0144 4.4767 2.3267
H -1.8137 5.3607 3.7313
H 1.3013 1.5715 0.6813
H 0.8748 0.3943 1.9215
C -3.4186 2.4979 -2.6773
C -2.6111 1.6580 -1.7340
C -2.8743 1.9518 -0.2059
O -2.5520 3.2619 0.2203
C -1.2965 3.7232 0.0523
N -2.7921 0.2477 -2.1414
H -3.3836 2.1876 -3.7216
H -2.9860 3.4907 -2.8014
H -4.4797 2.7255 -2.5756
H -1.6062 2.0038 -1.9764
H -2.4088 1.1052 0.2987
H -3.9461 1.8368 -0.0445
H -1.2429 4.8072 0.1535
H -0.8264 3.5162 -0.9091
H -0.7237 3.2404 0.8441
H -3.7263 -0.1332 -2.0922
H -2.4630 0.1477 -3.0910
C 3.4510 -1.7377 -4.0710
C 1.9361 -1.5227 -3.8817
C 1.6798 -0.4872 -2.7236
O 2.2663 -0.7821 -1.4259
C 1.5383 -0.1241 -0.4149
N 1.3064 -1.1826 -5.1458
H 3.5524 -1.9851 -5.1277
H 3.8218 -2.5381 -3.4307
H 4.1058 -0.8800 -3.9172
H 1.4609 -2.4942 -3.7455
H 0.5902 -0.4759 -2.6951
H 2.0181 0.4923 -3.0616
H 0.4709 -0.3411 -0.4554
H 1.6300 0.9621 -0.4183
H 1.8974 -0.5281 0.5317
H 1.3998 -1.8894 -5.8612
H 0.3035 -1.2652 -5.0594
O -0.2824 -0.1780 1.0312
H -0.2359 -1.0999 0.7777
H -1.2031 -0.0355 1.2506
O -2.0346 0.6019 3.6575
H -2.5793 1.3890 3.6615
H -2.1657 0.2238 2.7879
O -0.7900 -2.1942 0.8374
H -0.3602 -2.6977 1.5288
H -1.4391 -2.7949 0.4713
C -1.0125 -1.9265 -2.3982
O -0.9696 -1.4772 -3.5203
N -1.3893 -1.3303 -1.3290
N -0.4450 -3.1249 -2.1516
H -1.0697 -1.5354 -0.3931
H -1.5196 -0.3412 -1.4867
H 0.0300 -3.6271 -2.8880
H -0.4951 -3.6175 -1.2713
C -3.0440 -0.5171 1.2192
O -2.1140 0.1919 1.4903
N -3.4832 -1.4705 1.9409
N -3.5406 -0.6366 0.0073
H -2.9292 -1.8396 2.7004
H -4.3672 -1.9153 1.7390
H -4.1632 -1.4122 -0.1684
H -3.0613 -0.0843 -0.6894
*
```

---

3.
The following is a quantum chemistry calculation of a 10-piece molecular cluster, C18H59O9PS2 overall, from the OMol25 dataset.

Output
E_HOMO: -9.3 eV
Lowest unoccupied orbital energy: 0.175 eV
DFT total energy: -2535.90733 Ha
HOMO-LUMO gap: 9.52 eV

The geometry in ORCA input format:
```
! RIJCOSX wB97M-V def2-TZVPD def2/J DEFGRID3
* xyz 0 1
S 0.1558 2.2830 0.4104
P -1.9206 1.9475 0.8228
S -4.0335 1.5431 0.9720
H 0.9283 2.3350 1.5931
H -1.8903 2.7014 2.0705
H -2.2250 2.7264 -0.3710
H -1.6812 0.5274 0.8538
H -4.6717 2.7903 1.1047
C 1.0273 -1.8615 -1.8159
C 2.3643 -1.5597 -1.1714
O 2.6459 -0.1712 -1.2657
H 1.0304 -1.5592 -2.8683
H 0.7974 -2.9290 -1.7557
H 0.2254 -1.2998 -1.3256
H 3.1656 -2.1058 -1.6782
H 2.3649 -1.8473 -0.1156
H 1.9332 0.3043 -0.8055
C -1.6745 3.6092 6.0659
C -1.8956 2.2523 5.4303
O -0.9960 2.0718 4.3466
H -1.8220 4.4071 5.3308
H -2.3636 3.7659 6.9005
H -0.6476 3.7016 6.4344
H -2.9161 2.1722 5.0439
H -1.7373 1.4485 6.1558
H -0.0928 2.1363 4.7016
C 2.1223 -4.7806 -4.2611
C 1.2656 -3.8942 -5.1411
O 0.0557 -4.5609 -5.4695
H 2.3500 -5.7231 -4.7698
H 3.0613 -4.2828 -4.0026
H 1.5932 -5.0370 -3.3375
H 1.7892 -3.6585 -6.0724
H 1.0228 -2.9552 -4.6345
H -0.4057 -4.7583 -4.6363
C -8.4603 0.6480 -0.1879
C -7.8218 -0.7020 -0.4408
O -6.4205 -0.5512 -0.6128
H -8.2651 1.3285 -1.0231
H -9.5418 0.5496 -0.0575
H -8.0381 1.1144 0.7083
H -8.2306 -1.1547 -1.3490
H -8.0016 -1.3841 0.3958
H -6.0659 -0.1562 0.2022
C 3.5271 -1.4648 -8.3176
C 2.1825 -0.9940 -7.8033
O 2.1624 -1.0412 -6.3843
H 3.7309 -2.4870 -7.9823
H 3.5575 -1.4388 -9.4106
H 4.3332 -0.8350 -7.9273
H 1.3821 -1.6391 -8.1778
H 1.9772 0.0320 -8.1235
H 2.8713 -0.4587 -6.0615
C 5.9385 0.1836 -1.3295
C 6.6205 -0.8203 -2.2357
O 6.2521 -2.1397 -1.8620
H 6.2145 0.0084 -0.2845
H 6.2157 1.2060 -1.6015
H 4.8498 0.0849 -1.3921
H 7.7080 -0.7332 -2.1536
H 6.3394 -0.6599 -3.2810
H 5.2857 -2.2092 -1.9464
C -6.0553 -4.4653 0.7103
C -6.1579 -4.6261 -0.7923
O -6.7910 -3.4888 -1.3596
H -7.0490 -4.3407 1.1527
H -5.5734 -5.3362 1.1637
H -5.4785 -3.5703 0.9656
H -6.7533 -5.5090 -1.0431
H -5.1673 -4.7383 -1.2436
H -6.2501 -2.7113 -1.1384
C 2.0271 5.2773 3.5557
C 0.6825 5.7481 4.0701
O 0.6624 5.7009 5.4890
H 2.2309 4.2551 3.8910
H 2.0575 5.3033 2.4628
H 2.8332 5.9071 3.9460
H -0.1179 5.1030 3.6955
H 0.4772 6.7741 3.7498
H 1.3713 6.2834 5.8118
C 4.4523 1.2259 6.0875
C 3.5955 2.1123 5.2075
O 2.3856 1.4457 4.8792
H 4.6800 0.2835 5.5789
H 5.3912 1.7237 6.3460
H 3.9232 0.9696 7.0112
H 4.1191 2.3481 4.2762
H 3.3528 3.0514 5.7142
H 1.9243 1.2483 5.7123
*
```

---

4.
The following is a quantum chemistry calculation of a 12-piece molecular cluster, C18H60N12O12 overall, from the OMol25 dataset.

Output
E_HOMO: -6.2 eV
Lowest unoccupied orbital energy: -0.384 eV
Relative energy (zero: lowest compared OMol25 entry of this formula, charge and spin): 1917.1 kJ/mol
DFT total energy: -2281.22727 Ha
HOMO-LUMO gap: 5.84 eV

The geometry in ORCA input format:
```
! RIJCOSX wB97M-V def2-TZVPD def2/J DEFGRID3
* xyz 0 1
C 2.1079 3.5905 1.0887
O 2.5367 2.4873 1.8535
H 1.3207 4.2510 1.4303
H 1.7627 3.1878 0.1799
H 2.9223 4.2218 0.8999
H 2.5498 2.7458 2.7771
C 2.6968 -0.2556 3.9436
O 2.3621 -0.2262 5.3260
H 2.6085 -1.2872 3.6422
H 3.6445 0.1309 3.7509
H 1.9312 0.2845 3.3581
H 1.5562 -0.6600 5.5019
C 0.7453 0.0892 0.1448
O 1.1239 -0.7854 -0.8577
H -0.3552 0.1099 0.0018
H 1.2932 0.9389 0.0559
H 0.9768 -0.4525 1.0642
H 0.6177 -0.4599 -1.6181
C 4.3296 1.3884 -1.4673
O 4.2794 0.0380 -0.9798
N 4.7843 1.6505 -2.6332
N 4.0640 2.3658 -0.6689
H 5.0286 0.8375 -3.2054
H 4.7412 2.5598 -3.0817
H 3.5667 1.9917 0.2129
H 3.9919 3.3746 -0.8224
C -1.6690 2.5048 2.5152
O -1.9661 2.3990 3.9167
N -2.5395 3.0765 1.7342
N -0.6307 2.0664 1.8870
H -3.3867 3.3947 2.2204
H -2.5249 3.2444 0.7424
H 0.0364 1.4770 2.3992
H -0.4979 2.2027 0.8343
C 0.1643 -3.3486 1.1869
O -0.7074 -2.7333 0.2807
N 0.7592 -4.4219 0.8590
N 0.6257 -2.8625 2.2615
H 0.5355 -4.5043 -0.1293
H 0.2458 -5.2498 1.3732
H 0.3663 -1.9377 2.5608
H 1.3091 -3.4251 2.8147
C -0.6914 -0.4956 4.7733
O -0.5263 -0.4083 3.4521
N -0.1121 -1.4122 5.5447
N -1.3847 0.3480 5.4253
H 0.3635 -2.2955 5.1291
H -0.2641 -1.3001 6.6399
H -1.7376 1.1607 4.8506
H -1.6078 0.2519 6.4614
C 1.2013 -1.0022 -4.0477
O 2.5337 -1.3852 -3.7450
N 0.2150 -1.4443 -3.4070
N 0.9343 -0.2741 -5.0916
H 0.4381 -2.0818 -2.6510
H -0.8357 -1.2621 -3.5676
H 1.7208 0.0374 -5.6142
H 0.0913 0.2055 -5.1391
C 3.2956 -2.4661 1.0532
O 4.3168 -1.9663 1.8146
N 3.2370 -3.7367 0.7468
N 3.2403 -2.3153 -0.2193
H 2.2162 -3.9811 0.8134
H 3.5066 -4.2282 1.6113
H 2.2777 -1.8180 -0.3756
H 3.6415 -1.3097 -0.4194
C -2.9250 -1.0492 1.4588
C -3.6901 0.1513 1.0995
C -3.3576 0.7261 -0.2776
O -4.9516 -0.0579 1.2669
H -3.2585 -1.7173 0.5403
H -3.4065 -1.5428 2.3496
H -1.8576 -0.9694 1.5185
H -3.3573 0.9546 1.7863
H -3.6166 0.0092 -1.0404
H -2.3090 0.8643 -0.3027
H -3.6785 1.7493 -0.4347
H -5.1814 -0.4475 0.4102
C -4.5568 -1.2606 -3.9915
C -3.1547 -1.0415 -3.5116
C -2.6985 -1.9650 -2.3833
O -2.2947 -1.1707 -4.4196
H -4.9959 -2.1562 -3.5141
H -4.7493 -1.3109 -5.0882
H -5.1469 -0.3939 -3.6432
H -2.9773 -0.1298 -3.1337
H -3.5277 -2.0361 -1.7676
H -1.8443 -1.5097 -1.9049
H -2.3654 -2.9396 -2.6885
H -2.5149 -0.5840 -5.1778
C 1.2407 2.2223 -2.4617
C -0.1716 2.6569 -2.0922
C -1.1091 1.8008 -2.8891
O -0.3738 2.5863 -0.9039
H 1.4099 1.9865 -3.5276
H 1.4388 1.2315 -2.0915
H 1.9533 2.9019 -2.0336
H -0.2571 3.7060 -2.4434
H -2.0860 1.9195 -2.5971
H -0.9344 0.7468 -2.7120
H -0.8015 2.2147 -3.8898
H -1.2702 3.0337 -0.9009
*
```

---

5.
The following is a quantum chemistry calculation of a 12-piece molecular cluster, C18H60N18O12 overall, from the OMol25 dataset.

Output
E_HOMO (alpha / beta): -11.5 / -11.5 eV
Lowest unoccupied orbital energy (alpha / beta): -2.376 / -8.905 eV
Relative energy (zero: lowest compared OMol25 entry of this formula, charge and spin): 286.4 kJ/mol
DFT total energy: -2610.14896 Ha
HOMO-LUMO gap (alpha / beta): 9.09 / 2.56 eV

The geometry in ORCA input format:
```
! RIJCOSX wB97M-V def2-TZVPD def2/J DEFGRID3
* xyz 1 2
C 2.5301 -5.1106 2.9859
C 2.4462 -4.1670 1.6548
C 2.9690 -4.8892 0.4873
O 1.1789 -3.6106 1.4716
H 2.4946 -4.4876 3.8796
H 3.4352 -5.7164 3.0300
H 1.7786 -5.8999 2.9625
H 3.2412 -3.4356 1.8003
H 3.0871 -4.2078 -0.3552
H 2.1603 -5.5874 0.2716
H 3.8431 -5.4881 0.7432
H 1.1702 -3.1897 0.6088
C 4.7488 -0.8378 3.4805
C 3.3819 -0.1771 3.4445
C 2.2235 -1.1180 3.7342
O 3.3089 0.7659 4.4256
H 4.9163 -1.6030 2.7226
H 5.0583 -1.3306 4.4022
H 5.5339 -0.0995 3.3170
H 3.1924 0.4278 2.5577
H 2.6388 -1.7835 4.4910
H 2.0349 -1.7322 2.8537
H 1.2670 -0.7444 4.0997
H 3.9110 0.4754 5.1146
C -4.2842 1.0353 -1.6976
C -5.5689 1.4086 -2.4120
C -5.6653 2.7487 -3.0501
O -5.9044 0.4836 -3.3306
H -3.9598 1.7612 -0.9520
H -3.5522 0.5912 -2.3722
H -4.6605 0.2494 -1.0427
H -6.3529 1.2908 -1.6640
H -5.1447 2.9629 -3.9834
H -5.3810 3.5315 -2.3469
H -6.7394 2.9065 -3.1477
H -6.3947 -0.2386 -2.9309
C 0.0103 2.1942 3.4702
O -1.0242 2.5343 3.9194
N 1.1261 2.8160 3.8638
N 0.2311 1.3212 2.5896
H 1.0184 3.4645 4.6306
H 2.0531 2.5151 3.5990
H -0.5669 0.8471 2.1914
H 1.2128 1.1713 2.4056
C 0.1603 -0.8090 -0.4881
O 0.6759 -1.9162 -0.7688
N -1.0300 -0.4405 -0.8689
N 0.8263 0.1424 0.1029
H -1.1764 0.5549 -0.9574
H -1.6908 -1.1469 -1.1594
H 1.8218 -0.0200 0.1543
H 0.3624 1.0325 0.2156
C -1.2512 3.3543 0.3014
O -1.1019 2.3754 -0.3810
N -2.1029 3.4592 1.2599
N -0.6510 4.5015 0.1925
H -2.4840 2.5577 1.5091
H -2.1218 4.2448 1.8944
H -0.9093 5.3590 0.6595
H 0.0638 4.4870 -0.5209
C 2.8794 4.4850 -1.0996
O 3.7362 4.4057 -1.9990
N 2.5482 3.5538 -0.2900
N 2.2712 5.6137 -0.7975
H 3.0279 2.6685 -0.3690
H 2.0961 3.7148 0.5987
H 2.5985 6.2836 -1.4788
H 2.1605 5.9038 0.1636
C -2.0544 3.1004 -4.0008
O -2.5539 3.0558 -5.0661
N -1.9233 4.0911 -3.2278
N -1.3760 2.1064 -3.4671
H -1.8439 3.8808 -2.2432
H -2.3592 4.9345 -3.5727
H -1.3559 1.2905 -4.0621
H -0.8975 2.1392 -2.5782
C -3.2604 0.3711 2.2856
O -3.7217 1.3112 1.6741
N -2.6125 -0.6297 1.7290
N -3.4008 0.1725 3.5330
H -2.2603 -0.5249 0.7882
H -2.1595 -1.1511 2.4660
H -3.6331 0.9423 4.1442
H -3.4081 -0.7630 3.9137
C -3.8613 -2.7824 -2.8276
O -5.0595 -2.8867 -2.4682
N -3.4592 -1.8492 -3.6538
N -2.8454 -3.4558 -2.4144
H -2.5304 -1.8716 -4.0500
H -4.1296 -1.2505 -4.1145
H -2.0070 -3.3232 -2.9618
H -2.9919 -4.2192 -1.7696
C 4.7554 -0.4687 -0.1094
O 4.0987 0.5360 -0.2455
N 6.0470 -0.5730 -0.1121
N 4.2317 -1.5785 0.1052
H 6.6248 -1.3496 0.1763
H 6.4731 0.3415 -0.1601
H 3.2602 -1.7921 0.2802
H 4.9562 -2.2730 0.2191
C 0.3292 -4.4691 -3.4408
O 0.4045 -5.5813 -3.9680
N 0.0395 -4.2937 -2.1967
N 0.4033 -3.3116 -4.0963
H -0.0994 -3.3255 -1.9450
H -0.3738 -5.1124 -1.7736
H 0.2042 -3.3196 -5.0864
H 0.6380 -2.5310 -3.4998
*
```